Entry 1:
A molecular structure, C29H46NdP2, computed with ωB97M-V with the def2-TZVPD basis set.

Summary:
- <S²> = 3.755
- charge = +1
- HOMO energy (alpha / beta) (Ha) = -0.374 / -0.374
- 2S+1 = 4
- frontier orbital gap (alpha / beta) (eV) = 7.13 / 7.26

Each line ends with the Löwdin charge.
Positions of all 78 atoms, in Å:
1 Nd -0.090909 -0.092289 2.196716  1.598
2 C -0.847046 -2.470798 3.068812  -0.349
3 C 0.460401 -2.744561 2.553847  -0.319
4 C 0.688045 -1.309378 4.358031  -0.345
5 C -0.704820 -1.604024 4.202287  -0.352
6 C 1.403717 -1.997176 3.326127  -0.338
7 C -2.115739 -3.063700 2.576825  -0.048
8 H -2.036295 -3.421187 1.543782  0.068
9 H -2.941865 -2.339080 2.608929  0.081
10 H -2.397290 -3.924045 3.208968  0.104
11 C -1.790012 -1.017555 5.030401  -0.028
12 H -2.746251 -1.517983 4.837108  0.087
13 H -1.946833 0.055390 4.836062  0.069
14 H -1.548364 -1.115280 6.095664  0.100
15 C 1.254582 -0.393514 5.384687  -0.026
16 H 1.156564 -0.815860 6.395363  0.102
17 H 0.741073 0.579742 5.392455  0.069
18 H 2.315307 -0.196081 5.196666  0.082
19 C 2.875834 -1.991663 3.130649  -0.045
20 H 3.370591 -2.661894 3.853664  0.103
21 H 3.290128 -0.984219 3.273911  0.078
22 H 3.156215 -2.324758 2.124853  0.069
23 C 0.791867 -3.701463 1.463810  -0.036
24 H 1.047907 -4.695590 1.871290  0.104
25 H 1.653817 -3.365533 0.872460  0.065
26 H -0.052026 -3.842599 0.777253  0.068
27 C -1.684387 0.838046 -4.603553  -0.109
28 C -1.799765 -0.492270 -4.719971  -0.146
29 C -0.971176 -1.398714 -5.576311  -0.173
30 C 0.457261 -0.920583 -5.952324  -0.191
31 C 1.308405 -0.469163 -4.809061  -0.099
32 C 1.367035 0.775151 -4.296805  -0.145
33 C 0.614161 1.966310 -4.790823  -0.178
34 C -0.781857 1.712410 -5.415404  -0.188
35 H -1.512141 -1.619629 -6.515337  0.127
36 H 0.398928 -0.179069 -6.764862  0.108
37 H -0.876338 -2.367914 -5.058220  0.112
38 H -0.671610 1.356912 -6.450447  0.107
39 H -2.366548 1.387982 -3.940835  0.097
40 H -2.644931 -0.997137 -4.234659  0.106
41 H -1.270361 2.700160 -5.483276  0.118
42 H 0.485488 2.666337 -3.947894  0.108
43 H 2.114601 1.003150 -3.532511  0.078
44 H 1.218540 2.513425 -5.539516  0.128
45 H 0.962007 -1.801464 -6.388068  0.117
46 H 2.001931 -1.234851 -4.438110  0.105
47 P -1.242936 -0.422007 -0.404442  0.730
48 C -2.650109 0.680331 -0.775898  -0.254
49 C -1.520751 -1.676350 -1.679205  -0.267
50 P 1.705148 0.164130 -0.091698  0.740
51 C 0.207139 0.498075 -1.172741  -0.512
52 C 2.692618 -0.831718 -1.254410  -0.263
53 C 2.661312 1.717191 -0.143441  -0.261
54 H -2.647899 1.554075 -0.112014  0.046
55 H -3.569653 0.105617 -0.601898  0.057
56 H -2.583758 0.991325 -1.833285  0.035
57 H -1.570393 -1.125280 -2.631915  0.000
58 H -2.485162 -2.180066 -1.507567  0.065
59 H -0.721581 -2.427406 -1.736821  0.055
60 H 2.761995 2.032442 -1.191670  0.054
61 H 3.649724 1.495233 0.279084  0.056
62 H 2.202590 2.513848 0.449787  0.031
63 H -0.009385 1.579372 -1.273833  0.066
64 H 0.391590 0.100164 -2.186267  0.025
65 H 3.715387 -0.931273 -0.856091  0.059
66 H 2.735268 -0.321523 -2.231443  0.023
67 H 2.272920 -1.837349 -1.396712  0.050
68 C -0.819994 5.129541 3.375775  -0.098
69 C -0.988386 4.181656 4.387405  -0.086
70 C -0.799104 2.799950 4.130027  -0.178
71 C -0.460440 2.413075 2.843847  -0.330
72 C -0.293622 3.328022 1.807583  -0.201
73 C -0.467823 4.709960 2.089357  -0.096
74 H -0.958040 6.192494 3.583544  0.105
75 H -1.265181 4.523509 5.379361  0.098
76 H -0.919342 2.083849 4.943139  0.059
77 H -0.033287 3.014540 0.784695  0.051
78 H -0.326681 5.460556 1.305089  0.099

Cartesian forces, eV/Å:
0.03 1.09 1.16
1.07 0.15 0.36
-0.29 0.67 0.81
-0.56 -0.58 -0.71
0.98 -0.32 -0.68
-1.08 -0.22 0.07
-0.61 -0.30 0.02
0.01 0.04 0.21
0.08 -0.23 0.03
-0.05 0.28 -0.28
-0.49 0.08 0.22
0.19 0.09 0.16
0.01 -0.10 0.08
-0.15 0.05 -0.17
0.18 0.37 0.31
0.07 0.10 -0.23
0.11 -0.17 0.08
-0.16 -0.06 0.14
0.61 0.00 0.09
-0.08 0.25 -0.24
0.06 -0.23 0.01
-0.05 0.04 0.19
0.12 -0.37 -0.37
-0.09 0.34 -0.15
-0.15 -0.09 0.09
0.17 0.00 0.10
-0.48 -0.51 -0.04
-0.50 0.64 -0.22
0.33 -0.27 -0.24
-0.25 -0.57 -0.69
0.46 0.77 0.54
0.40 -0.91 -0.75
-0.41 0.57 -0.03
0.37 0.67 -0.16
0.13 0.03 0.34
0.17 -0.28 0.45
-0.08 0.23 -0.10
-0.19 0.10 0.49
0.13 -0.37 -0.24
0.34 0.29 -0.01
0.20 -0.35 -0.11
0.06 -0.14 -0.20
-0.18 -0.14 -0.17
-0.10 -0.20 0.34
-0.22 0.37 0.02
-0.28 0.33 0.15
-0.09 0.41 -1.26
-0.08 0.07 0.01
-0.16 -0.45 -0.22
0.08 0.41 -1.07
-0.10 -0.02 0.43
0.44 -0.39 -0.02
0.11 0.04 -0.06
-0.03 -0.12 -0.21
0.12 0.25 -0.10
-0.15 -0.09 0.50
0.08 -0.37 0.46
0.36 0.08 -0.02
-0.19 0.19 0.12
0.08 0.03 0.31
-0.14 0.17 -0.14
0.03 -0.14 -0.10
0.09 -0.47 0.22
-0.13 0.19 0.38
-0.34 -0.06 -0.16
0.02 -0.25 0.49
0.09 0.28 0.07
0.11 -0.44 -0.24
0.05 -0.63 0.07
-0.18 2.14 -0.01
0.40 -2.87 -0.82
-0.34 1.67 0.81
0.13 -0.45 -0.46
0.04 -0.35 -0.05
0.02 -0.05 -0.01
-0.01 0.16 -0.11
-0.10 0.16 0.33
-0.06 -0.25 0.23

---

Entry 2:
8 unconnected molecules or ions with the total composition C29H46O22, computed with ωB97M-V with the def2-TZVPD basis set.

Summary:
- SMILES = C[C@H]1COC(=O)O1.C[C@H]1COC(=O)O1.C[C@H]1COC(=O)O1.C[C@H]1COC(=O)O1.C[C@H]1COC(=O)O1.C[C@H]1COC(=O)O1.C[C@H]1COC(=O)O1.CO
- energy above the lowest of the compared OMol25 structures with the same formula, charge and spin (kcal/mol) = 58.5
- HOMO energy (Ha) = -0.387
- 2S+1 = 1
- frontier orbital gap (eV) = 10.29

Each line ends with the Löwdin charge.
Positions of all 97 atoms, in Å:
1 C 0.121231 -0.534875 -0.331059  -0.119
2 O 0.341921 0.862405 0.096961  -0.155
3 H -0.939289 -0.777515 -0.398269  0.074
4 H 0.559251 -0.612195 -1.326169  0.066
5 H 0.633421 -1.260815 0.300431  0.070
6 H -0.214759 1.467655 -0.398419  0.064
7 C 6.334011 2.231005 -1.303039  -0.013
8 C 5.027781 2.895095 -0.972139  -0.399
9 C 4.947901 4.124145 -0.131669  -0.104
10 O 3.908601 4.856585 -0.745619  0.078
11 C 3.733481 4.437765 -2.011129  -0.499
12 O 3.030981 4.950795 -2.845029  0.159
13 O 4.377261 3.217275 -2.138709  0.080
14 H 6.911431 1.985095 -0.411849  0.088
15 H 7.013411 2.840855 -1.898519  0.093
16 H 6.026341 1.318395 -1.813519  0.091
17 H 4.363561 2.151925 -0.530999  0.155
18 H 5.929121 4.588675 -0.033999  0.134
19 H 4.644541 4.032835 0.911271  0.137
20 C -1.250499 -0.761315 -11.002919  -0.035
21 C -0.324369 -0.147275 -10.021649  -0.283
22 C -0.628849 1.353065 -9.671409  -0.115
23 O -0.827679 1.355005 -8.309109  0.083
24 C -0.800219 0.106075 -7.810389  -0.570
25 O -0.887599 -0.128705 -6.608639  0.118
26 O -0.546719 -0.786595 -8.725139  0.106
27 H -1.082369 -1.834925 -10.918059  0.096
28 H -0.988309 -0.359865 -11.981789  0.095
29 H -2.293209 -0.493845 -10.831659  0.095
30 H 0.708361 -0.203925 -10.365699  0.150
31 H -1.604209 1.543745 -10.119089  0.123
32 H 0.046481 2.058285 -10.155869  0.137
33 C 2.950031 -3.359085 -4.630889  -0.024
34 C 2.186111 -4.484275 -4.018809  -0.347
35 C 0.845221 -4.677035 -4.675569  -0.167
36 O 0.827911 -5.974035 -4.974899  0.096
37 C 1.957121 -6.624415 -4.638109  -0.502
38 O 2.153971 -7.836575 -4.794149  0.118
39 O 2.808181 -5.720835 -4.170799  0.109
40 H 3.223671 -3.572435 -5.664189  0.102
41 H 3.887721 -3.247895 -4.086379  0.081
42 H 2.605921 -2.352695 -4.392449  0.095
43 H 2.104791 -4.410465 -2.934349  0.160
44 H 0.663901 -3.956095 -5.472729  0.139
45 H 0.048161 -4.441325 -3.970429  0.140
46 C 3.119801 0.488775 4.631031  -0.005
47 C 1.879841 0.037955 5.442211  -0.314
48 C 1.322441 -1.295095 5.069861  -0.129
49 O 1.156841 -1.853975 6.330331  0.073
50 C 1.780111 -1.149165 7.296051  -0.540
51 O 1.892291 -1.521475 8.482081  0.105
52 O 2.160381 -0.006135 6.817741  0.128
53 H 2.892301 0.424115 3.567001  0.086
54 H 4.075291 0.017835 4.862031  0.088
55 H 3.400101 1.501415 4.921021  0.078
56 H 1.023911 0.698095 5.301881  0.155
57 H 1.992731 -1.938505 4.499931  0.135
58 H 0.417151 -1.333505 4.463991  0.140
59 C -5.530679 2.656805 4.621081  -0.018
60 C -4.894539 1.654575 3.622001  -0.286
61 C -5.943239 0.861825 2.878731  -0.181
62 O -5.782839 1.062325 1.578441  0.129
63 C -4.755269 1.915485 1.473891  -0.592
64 O -4.232249 2.204845 0.405781  0.126
65 O -4.292679 2.360185 2.574171  0.130
66 H -6.255589 2.166395 5.270781  0.084
67 H -6.146129 3.459755 4.215371  0.092
68 H -4.741029 3.160015 5.179051  0.080
69 H -4.061739 1.207665 4.164941  0.156
70 H -6.950919 1.137805 3.189381  0.140
71 H -5.812329 -0.179605 3.172621  0.141
72 C -0.421459 5.249065 4.145391  -0.022
73 C -0.719949 6.610205 3.505811  -0.308
74 C -0.878369 6.393685 1.956921  -0.077
75 O -2.083059 7.066235 1.672261  0.088
76 C -2.694349 7.466255 2.769931  -0.510
77 O -3.724299 8.209345 2.827531  0.084
78 O -2.006149 6.969595 3.781741  0.081
79 H 0.355841 4.780445 3.541821  0.077
80 H -1.214079 4.507275 4.243401  0.093
81 H 0.138201 5.433095 5.062451  0.078
82 H -0.019689 7.377305 3.836421  0.158
83 H -0.875039 5.344595 1.661111  0.128
84 H -0.055159 6.777355 1.354241  0.133
85 C -3.112889 -5.708015 4.509081  -0.017
86 C -1.692149 -6.168425 4.062181  -0.306
87 C -1.710519 -7.663565 3.555111  -0.093
88 O -1.261459 -7.537375 2.233231  0.078
89 C -1.017459 -6.253915 1.889701  -0.541
90 O -0.762819 -5.838865 0.771201  0.135
91 O -1.269999 -5.482765 2.930431  0.089
92 H -3.554459 -6.264395 5.335861  0.085
93 H -3.635669 -5.760185 3.554051  0.093
94 H -3.125769 -4.702645 4.929981  0.076
95 H -1.012109 -6.024865 4.901851  0.146
96 H -2.725479 -8.059725 3.586921  0.125
97 H -1.169389 -8.275745 4.276571  0.130

Cartesian forces, eV/Å:
0.11 1.61 -0.73
0.20 -1.56 0.56
0.01 0.03 0.17
-0.09 -0.29 -0.12
-0.02 0.53 0.37
-0.21 -0.32 -0.22
0.27 0.01 0.40
-0.28 -1.93 1.42
0.51 0.35 1.34
0.26 1.33 -0.37
-1.06 -0.86 -1.02
1.36 -0.72 1.31
-1.12 2.23 -2.41
-0.24 -0.23 0.18
-0.33 0.07 -0.32
0.61 -0.02 -0.17
0.19 -0.40 0.47
-0.05 0.89 -0.73
-0.12 -0.72 -0.09
0.09 0.01 -0.40
-0.19 1.46 0.99
-1.49 -1.53 -2.45
0.44 0.78 1.34
0.55 0.35 4.12
-0.23 0.43 -2.68
0.68 -0.71 -1.70
-0.32 -0.04 -0.53
0.00 -0.39 -0.24
0.02 -0.20 0.27
0.13 -0.64 0.50
-0.14 0.35 -0.20
0.47 0.10 1.00
1.96 0.32 0.99
-0.42 1.40 0.99
-0.83 3.21 1.70
-1.14 -3.91 -1.63
0.26 -3.20 -1.03
-0.56 3.87 0.61
1.74 -1.35 -0.27
-0.42 0.39 -0.10
0.54 -0.55 -0.09
-1.06 -0.17 -0.71
-0.21 0.68 0.05
0.28 -0.54 -0.73
-0.17 -0.14 0.21
-0.37 0.61 0.73
0.52 1.71 -2.18
0.85 -1.25 -0.78
-0.81 -1.83 1.51
-0.70 -2.52 4.42
-0.31 1.16 -4.08
1.05 1.23 0.03
0.14 0.12 0.03
-0.43 -1.03 0.02
-0.57 0.40 -0.34
0.41 0.80 0.05
0.53 0.08 0.03
-0.35 0.52 0.50
0.08 0.02 0.01
-0.93 2.28 2.10
-1.42 -2.34 4.51
0.91 0.72 -2.59
1.94 0.55 -6.63
-1.34 -0.49 1.43
0.91 1.11 1.80
0.46 -0.38 0.37
0.22 -0.10 -0.86
-0.12 -0.18 0.29
-0.40 -0.97 -0.18
-0.06 0.18 0.10
-0.20 -0.38 -0.36
1.88 0.53 0.21
0.33 -2.67 -1.95
1.49 0.26 0.30
-0.28 0.28 -2.03
-3.70 3.06 -0.07
4.42 -3.54 -0.14
-2.42 1.39 3.28
0.02 -0.15 -0.32
-0.28 0.60 0.02
-0.59 -0.30 0.52
0.05 0.03 -0.26
-0.79 -0.16 0.33
-0.15 0.64 0.08
1.10 0.30 -0.62
-1.44 -1.47 1.72
-0.89 1.53 1.57
0.88 -1.00 -0.77
-0.58 0.27 -2.43
-0.08 -1.18 2.44
0.43 2.05 0.22
0.11 -0.74 -0.47
-0.86 0.12 0.45
0.27 0.30 -0.54
0.40 0.02 -0.31
-0.12 0.09 -0.42
0.82 -0.25 -0.82

---

no.,largest force on an atom (eV/Å),total energy (hartree)
1,3.01,-2376.47710
2,6.93,-2787.82866